Computed, not measured: a cluster of 7 separate species, C50H75IN5O25P in total at a distorted geometry, with wB97M-V/def2-TZVPD.

```
157
C50H75IN5O25P wB97M-V/def2-TZVPD
H 0.048 -3.187 4.552
N -0.320 -2.365 5.045
C -1.435 -2.020 4.510
N -1.920 -2.785 3.368
N -2.150 -0.860 5.021
C -2.146 0.236 3.969
C -1.360 1.435 4.613
C -1.678 2.864 4.005
C -0.447 3.857 3.956
C 0.852 3.229 3.349
C 0.746 2.828 1.915
C -0.528 3.058 1.042
C -1.300 1.750 0.613
C -2.780 2.206 0.224
C -3.815 1.014 0.246
O -5.109 1.651 0.542
C -6.151 0.752 0.421
O -6.870 0.719 -0.545
C 1.914 2.183 1.292
C 3.176 1.977 2.048
C 3.293 2.377 3.465
C 4.621 2.115 4.269
N 4.500 0.788 4.989
C 5.457 -0.159 4.332
C 2.120 3.030 4.111
C 2.249 3.507 5.605
I 0.880 2.553 6.980
C 2.101 5.107 5.596
C 3.150 5.667 6.671
C 4.331 1.320 1.241
O 5.500 1.618 1.303
C 3.878 0.200 0.221
C 4.818 -1.061 0.087
N 5.619 -1.014 -1.172
C 2.698 0.403 -0.474
P 2.049 -0.825 -1.703
O 0.601 -0.610 -2.013
O 2.192 -2.400 -1.201
O 3.032 -0.676 -3.081
C 1.852 1.695 -0.191
O 1.247 2.257 -1.065
H -2.507 -3.577 3.646
H -1.154 -3.194 2.834
H -3.115 -1.120 5.246
H -3.237 0.469 3.796
H -1.645 -0.209 3.073
H -0.259 1.198 4.666
H -1.692 1.469 5.691
H -2.203 2.712 3.028
H -2.441 3.337 4.692
H -0.313 4.308 4.965
H -0.732 4.698 3.255
H -0.176 3.612 0.124
H -1.273 3.754 1.518
H -1.302 0.931 1.374
H -0.889 1.293 -0.335
H -3.179 2.956 0.970
H -2.800 2.734 -0.768
H -3.930 0.540 -0.768
H -3.619 0.281 1.070
H -6.351 -0.003 1.237
H 5.509 2.017 3.596
H 4.857 2.955 4.978
H 3.588 0.418 4.688
H 5.406 -1.168 4.836
H 6.508 0.221 4.334
H 5.189 -0.358 3.250
H 3.278 3.327 6.018
H 1.098 5.442 5.967
H 2.382 5.522 4.598
H 4.151 5.630 6.166
H 3.207 4.996 7.566
H 2.933 6.736 6.918
H 4.279 -2.039 0.240
H 5.553 -1.004 0.946
H 5.666 -0.026 -1.455
H 6.585 -1.216 -0.883
H 2.070 -2.480 -0.236
H 2.411 -0.357 -3.768
C 1.103 -4.358 10.297
C 0.620 -4.067 8.893
C -0.821 -4.406 8.647
O -0.840 -4.613 7.233
C 0.410 -5.036 6.891
O 0.706 -5.469 5.821
O 1.273 -4.901 7.934
H 0.838 -3.544 10.973
H 0.663 -5.279 10.689
H 2.186 -4.491 10.313
H 0.841 -3.027 8.632
H -1.501 -3.603 8.930
H -1.140 -5.335 9.130
C -5.358 -2.154 -2.495
C -4.174 -3.002 -2.097
C -4.195 -4.405 -2.635
O -3.383 -5.096 -1.682
C -3.511 -4.422 -0.506
O -3.110 -4.811 0.544
O -4.157 -3.240 -0.688
H -5.212 -1.729 -3.490
H -6.283 -2.736 -2.510
H -5.507 -1.341 -1.782
H -3.244 -2.485 -2.356
H -3.774 -4.484 -3.636
H -5.191 -4.860 -2.626
C -6.490 2.960 -2.735
C -5.929 4.357 -2.870
C -4.653 4.440 -3.657
O -4.065 5.638 -3.139
C -4.518 5.769 -1.860
O -4.095 6.557 -1.073
O -5.513 4.878 -1.602
H -7.066 2.688 -3.622
H -5.697 2.221 -2.608
H -7.136 2.884 -1.860
H -6.695 5.031 -3.268
H -4.818 4.521 -4.731
H -3.965 3.612 -3.461
C 0.453 1.439 -5.621
C -0.889 1.860 -5.063
C -1.533 0.842 -4.171
O -2.921 1.184 -4.286
C -3.078 1.749 -5.515
O -4.134 1.993 -6.014
O -1.874 1.993 -6.099
H 1.246 1.629 -4.895
H 0.467 0.376 -5.869
H 0.679 1.980 -6.537
H -0.798 2.834 -4.569
H -1.199 0.911 -3.137
H -1.407 -0.186 -4.522
C -0.210 -2.472 -9.341
C 0.346 -1.075 -9.509
C 1.585 -0.993 -10.354
O 2.194 0.207 -9.870
C 1.801 0.343 -8.574
O 2.259 1.134 -7.809
O 0.820 -0.548 -8.265
H -0.826 -2.747 -10.198
H 0.589 -3.212 -9.247
H -0.815 -2.541 -8.435
H -0.437 -0.404 -9.875
H 1.369 -0.917 -11.420
H 2.282 -1.820 -10.186
C 4.735 -3.176 -3.157
C 4.449 -4.394 -4.007
C 5.591 -4.830 -4.879
O 4.912 -5.526 -5.929
C 3.674 -4.964 -6.027
O 2.905 -5.178 -6.912
O 3.436 -4.125 -4.983
H 5.267 -3.453 -2.247
H 5.344 -2.447 -3.697
H 3.825 -2.668 -2.883
H 4.089 -5.213 -3.375
H 6.292 -5.489 -4.366
H 6.141 -3.997 -5.325
```

## Properties
HOMO in eV: -9.159
Largest force on an atom in eV/Å: 3.02
SMILES: [H]/N=C(\N)NCCCCc1c(CCCCOC=O)c2c(c(CNC)c1[C@H](I)CC)C(=O)C(CN)=C(P(=O)(O)O)C2=O.C[C@@H]1COC(=O)O1.C[C@@H]1COC(=O)O1.C[C@@H]1COC(=O)O1.C[C@@H]1COC(=O)O1.C[C@@H]1COC(=O)O1.C[C@@H]1COC(=O)O1

Results of the Mulliken charge analysis, in e, for atoms 1 through 2:
1 H 0.214
2 N -0.555